(1)
{"formula": "C7H14", "method": "ωB97M-V with the def2-TZVPD basis set", "smiles": "C=C[C@]1(C)C[C@H]1C.[H][H]", "molar_mass_g_mol": 98.19, "e_lumo_ev": 1.08, "homo_energy_ev": -7.9, "max_force_ev_per_a": 0.94, "gap_ev": 9.00, "elements": ["C", "C", "C", "C", "C", "C", "C", "H", "H", "H", "H", "H", "H", "H", "H", "H", "H", "H", "H", "H", "H"], "coordinates": [[2.495, -0.261, -0.182], [1.318, -0.402, -0.789], [0.057, 0.051, -0.183], [0.051, 1.208, 0.820], [-0.299, -1.423, 0.246], [-1.248, -0.603, -0.531], [-2.502, -0.245, 0.227], [2.575, 0.234, 0.784], [3.398, -0.616, -0.652], [1.219, -0.936, -1.731], [0.964, 1.811, 0.768], [-0.032, 0.822, 1.838], [-0.787, 1.905, 0.666], [0.134, -2.294, -0.248], [-0.327, -1.516, 1.319], [-1.400, -0.884, -1.572], [-2.274, -0.032, 1.278], [-3.040, 0.604, -0.196], [-3.153, -1.126, 0.214], [1.842, 1.607, -1.305], [1.173, 1.876, -1.498]], "lowdin_charge": [-0.053, -0.269, -0.411, -0.056, -0.070, -0.288, -0.069, 0.062, 0.049, 0.126, 0.059, 0.080, 0.086, 0.114, 0.117, 0.141, 0.079, 0.077, 0.084, 0.063, 0.078]}

---

(2)
{"formula": "C7H14", "method": "ωB97M-V with the def2-TZVPD basis set", "smiles": "C1=CCCCCC1.[H][H]", "molar_mass_g_mol": 98.19, "e_lumo_ev": 1.16, "homo_energy_ev": -8.9, "max_force_ev_per_a": 0.60, "gap_ev": 10.02, "elements": ["C", "C", "C", "C", "C", "C", "C", "H", "H", "H", "H", "H", "H", "H", "H", "H", "H", "H", "H", "H", "H"], "coordinates": [[-0.428, 1.026, 0.790], [-0.798, -0.177, 1.234], [-0.660, -1.450, 0.447], [0.686, -1.534, -0.293], [0.759, -0.695, -1.575], [0.842, 0.821, -1.400], [-0.345, 1.412, -0.658], [-0.169, 1.819, 1.481], [-1.189, -0.299, 2.238], [-0.722, -2.287, 1.153], [-1.490, -1.580, -0.259], [1.495, -1.241, 0.393], [0.876, -2.581, -0.561], [-0.126, -0.929, -2.184], [1.633, -1.012, -2.154], [1.755, 1.089, -0.852], [0.905, 1.293, -2.387], [-0.314, 2.505, -0.706], [-1.285, 1.117, -1.148], [-0.844, 1.625, 3.089], [-0.575, 0.987, 3.359]], "lowdin_charge": [-0.149, -0.146, -0.198, -0.208, -0.216, -0.217, -0.205, 0.046, 0.051, 0.106, 0.115, 0.118, 0.104, 0.112, 0.105, 0.116, 0.107, 0.106, 0.120, 0.065, 0.067]}

---

Copy entry 1 word for word.
{"formula": "C7H14", "method": "ωB97M-V with the def2-TZVPD basis set", "smiles": "C=C[C@]1(C)C[C@H]1C.[H][H]", "molar_mass_g_mol": 98.19, "e_lumo_ev": 1.08, "homo_energy_ev": -7.9, "max_force_ev_per_a": 0.94, "gap_ev": 9.00, "elements": ["C", "C", "C", "C", "C", "C", "C", "H", "H", "H", "H", "H", "H", "H", "H", "H", "H", "H", "H", "H", "H"], "coordinates": [[2.495, -0.261, -0.182], [1.318, -0.402, -0.789], [0.057, 0.051, -0.183], [0.051, 1.208, 0.820], [-0.299, -1.423, 0.246], [-1.248, -0.603, -0.531], [-2.502, -0.245, 0.227], [2.575, 0.234, 0.784], [3.398, -0.616, -0.652], [1.219, -0.936, -1.731], [0.964, 1.811, 0.768], [-0.032, 0.822, 1.838], [-0.787, 1.905, 0.666], [0.134, -2.294, -0.248], [-0.327, -1.516, 1.319], [-1.400, -0.884, -1.572], [-2.274, -0.032, 1.278], [-3.040, 0.604, -0.196], [-3.153, -1.126, 0.214], [1.842, 1.607, -1.305], [1.173, 1.876, -1.498]], "lowdin_charge": [-0.053, -0.269, -0.411, -0.056, -0.070, -0.288, -0.069, 0.062, 0.049, 0.126, 0.059, 0.080, 0.086, 0.114, 0.117, 0.141, 0.079, 0.077, 0.084, 0.063, 0.078]}

---

Copy entry 2 word for word.
{"formula": "C7H14", "method": "ωB97M-V with the def2-TZVPD basis set", "smiles": "C1=CCCCCC1.[H][H]", "molar_mass_g_mol": 98.19, "e_lumo_ev": 1.16, "homo_energy_ev": -8.9, "max_force_ev_per_a": 0.60, "gap_ev": 10.02, "elements": ["C", "C", "C", "C", "C", "C", "C", "H", "H", "H", "H", "H", "H", "H", "H", "H", "H", "H", "H", "H", "H"], "coordinates": [[-0.428, 1.026, 0.790], [-0.798, -0.177, 1.234], [-0.660, -1.450, 0.447], [0.686, -1.534, -0.293], [0.759, -0.695, -1.575], [0.842, 0.821, -1.400], [-0.345, 1.412, -0.658], [-0.169, 1.819, 1.481], [-1.189, -0.299, 2.238], [-0.722, -2.287, 1.153], [-1.490, -1.580, -0.259], [1.495, -1.241, 0.393], [0.876, -2.581, -0.561], [-0.126, -0.929, -2.184], [1.633, -1.012, -2.154], [1.755, 1.089, -0.852], [0.905, 1.293, -2.387], [-0.314, 2.505, -0.706], [-1.285, 1.117, -1.148], [-0.844, 1.625, 3.089], [-0.575, 0.987, 3.359]], "lowdin_charge": [-0.149, -0.146, -0.198, -0.208, -0.216, -0.217, -0.205, 0.046, 0.051, 0.106, 0.115, 0.118, 0.104, 0.112, 0.105, 0.116, 0.107, 0.106, 0.120, 0.065, 0.067]}